ORCA calculation (ωB97M-V/def2-TZVPD) on a molecular structure, C23H32Cl4GeN3O2S3Si3Tc in a non-equilibrium geometry.

Output
- 2S+1 = 2
- HOMO-LUMO gap (alpha / beta) (eV) = 6.656 / 6.500
- E_HOMO (alpha / beta) (eV) = -5.05 / -5.10
- relative energy (zero: lowest compared OMol25 entry of this formula, charge and spin) (eV) = 0.000
- total charge = -1

Geometry as XYZ:
```
72
Properties=species:S:1:pos:R:3:forces:R:3
Tc -1.567 -0.014 1.609 -0.6 -0.9 -0.1
S 0.546 -0.098 2.713 0.2 0.0 0.0
C 0.025 1.145 3.792 0.1 0.1 0.2
S -1.535 1.712 3.315 0.1 -0.2 -0.4
C 0.745 1.623 4.864 0.1 0.1 0.0
C 0.233 2.687 5.676 0.1 -0.1 0.0
N -0.177 3.544 6.331 0.1 -0.2 -0.2
C 2.032 1.080 5.191 0.0 0.0 0.0
N 3.068 0.644 5.455 -0.3 0.1 -0.1
Cl -7.855 -2.602 1.807 0.0 0.0 0.0
C -6.178 -2.303 2.105 0.1 -0.2 0.2
C -5.452 -3.131 2.969 -0.3 0.1 -0.2
Cl -6.222 -4.469 3.751 0.0 0.0 0.0
C -4.102 -2.887 3.201 0.1 0.1 0.0
Cl -3.169 -3.879 4.258 0.0 0.0 0.0
C -3.466 -1.824 2.568 0.0 0.0 0.0
O -2.191 -1.523 2.733 0.0 0.2 0.1
C -4.198 -0.991 1.697 0.1 0.0 0.0
O -3.523 0.002 1.153 -0.1 0.2 0.1
C -5.547 -1.232 1.476 0.0 0.0 0.0
Cl -6.399 -0.174 0.404 0.0 0.0 0.0
C -0.262 1.348 -3.392 0.0 0.2 0.0
Si 0.604 -0.296 -3.077 -0.1 -0.1 0.0
C -0.565 -1.638 -3.665 -0.1 -0.1 -0.1
C 2.113 -0.409 -4.193 0.2 -0.1 -0.1
Ge 1.160 -0.450 -0.748 0.0 0.0 0.0
Si 2.345 1.557 -0.157 -0.1 0.0 -0.1
C 1.260 3.018 0.303 0.0 0.2 0.1
C 3.259 2.054 -1.733 0.1 0.1 -0.1
C 3.674 1.369 1.147 0.1 -0.1 0.1
Si 2.590 -2.326 -0.360 0.0 0.0 0.1
C 1.884 -3.915 -1.057 -0.1 -0.1 -0.1
C 2.870 -2.563 1.474 0.0 0.0 0.2
C 4.243 -1.996 -1.193 0.2 0.1 -0.1
H -0.413 1.508 -4.468 0.0 0.0 0.2
H 0.301 2.199 -2.990 -0.1 -0.1 -0.1
H -1.247 1.324 -2.912 0.1 0.0 0.0
H -0.718 -1.523 -4.750 0.0 0.0 0.2
H -1.536 -1.581 -3.163 0.1 0.0 -0.1
H -0.156 -2.637 -3.477 -0.1 0.1 0.0
H 1.783 -0.315 -5.240 0.1 0.0 0.2
H 2.599 -1.390 -4.085 -0.1 0.2 0.0
H 2.862 0.363 -3.999 -0.1 -0.1 0.0
H 0.550 3.271 -0.495 0.2 0.0 0.1
H 1.911 3.888 0.467 -0.1 -0.1 0.0
H 0.698 2.830 1.227 0.1 0.1 -0.2
H 2.569 2.323 -2.541 0.1 0.0 0.1
H 3.917 1.254 -2.100 -0.1 0.2 0.1
H 3.885 2.934 -1.517 -0.1 -0.2 -0.1
H 3.275 1.468 2.158 0.0 0.0 0.0
H 4.412 2.166 0.987 -0.1 -0.1 0.1
H 4.200 0.410 1.093 -0.1 0.1 0.0
H 0.999 -4.229 -0.494 0.1 0.0 -0.1
H 2.647 -4.703 -0.980 -0.1 0.1 0.0
H 1.594 -3.817 -2.108 0.0 0.0 0.1
H 1.921 -2.600 2.024 0.2 0.0 -0.1
H 3.472 -1.757 1.910 -0.1 -0.1 0.0
H 3.397 -3.513 1.642 -0.1 0.1 0.0
H 4.141 -1.915 -2.283 0.0 0.0 0.2
H 4.937 -2.822 -0.976 -0.1 0.2 -0.1
H 4.701 -1.068 -0.826 -0.1 -0.2 -0.1
S -1.475 -2.160 -0.336 -0.2 0.2 0.4
C -0.562 -0.900 0.142 0.6 0.5 -0.1
C -3.588 3.112 -1.969 0.0 0.0 0.1
C -2.296 3.533 -1.253 -0.1 -0.1 0.1
C -1.834 2.470 -0.362 -0.5 1.3 -1.2
N -1.518 1.621 0.313 0.3 -1.2 0.9
H -3.966 3.943 -2.562 0.0 0.0 0.0
H -4.353 2.814 -1.248 0.1 0.0 -0.1
H -3.402 2.268 -2.631 0.0 0.0 0.0
H -2.445 4.430 -0.654 0.0 0.0 0.0
H -1.498 3.738 -1.965 0.1 0.0 -0.1
```
Positions in Å, forces in eV/Å.